# 1
Formula: C38H85ClMgO16
Source: the OMol25 dataset
Level of theory: ωB97M-V/def2-TZVPD

Element x y z (Å)
1 Mg 0.80148 0.14408 2.71125
2 Cl 0.40576 0.64782 0.51246
3 C 2.78479 1.27790 5.99746
4 C 2.13647 0.75017 4.68926
5 O 1.25980 -0.18720 4.82487
6 O 2.23639 1.31090 3.58235
7 H 3.51328 2.04852 5.64942
8 H 3.24241 0.50246 6.62658
9 H 1.99550 1.74797 6.64865
10 C -2.76335 -3.59081 -1.22432
11 O -2.96930 -2.29526 -1.83819
12 C -1.91205 -1.41492 -1.75488
13 C -0.68079 -1.62002 -2.61078
14 O -0.94818 -1.42116 -3.99777
15 C -1.44277 -2.59320 -4.50925
16 H -2.26753 -3.47364 -0.25728
17 H -2.24351 -4.31631 -1.83703
18 H -3.75392 -3.90559 -1.01164
19 H -1.62631 -1.11072 -0.69584
20 H -2.35990 -0.54193 -2.20587
21 H -0.16500 -2.59019 -2.51808
22 H -0.00295 -0.83501 -2.29732
23 H -0.98857 -3.50265 -4.11206
24 H -1.46675 -2.52716 -5.63154
25 H -2.48148 -2.65057 -4.17678
26 C 2.22018 -6.39109 4.37060
27 O 0.99328 -6.10788 3.85506
28 C 0.45809 -7.06809 2.93321
29 C 1.06294 -6.94782 1.50687
30 O 0.61042 -5.69690 1.00565
31 C 0.99547 -5.45725 -0.29025
32 H 2.22330 -7.29813 4.98548
33 H 2.64013 -5.51274 4.91754
34 H 2.99859 -6.56111 3.60595
35 H -0.63382 -6.85987 2.97482
36 H 0.67186 -8.11561 3.27339
37 H 0.60859 -7.78083 0.91704
38 H 2.11764 -7.01323 1.47885
39 H 0.65819 -6.18125 -1.02218
40 H 2.08980 -5.27785 -0.36802
41 H 0.57404 -4.44752 -0.46938
42 C -1.86508 -1.70534 2.75422
43 O -0.45629 -1.57148 3.00136
44 C 0.14188 -2.73084 2.33168
45 C 1.59806 -2.91547 2.76574
46 O 2.16629 -1.67758 2.22368
47 C 3.60396 -1.56214 2.33655
48 H -2.27318 -0.94516 3.35337
49 H -2.27343 -2.68605 3.08437
50 H -2.06900 -1.45443 1.71260
51 H 0.33356 -2.45854 1.25268
52 H -0.53188 -3.57065 2.54176
53 H 2.15682 -3.72874 2.28875
54 H 1.72183 -2.77328 3.81066
55 H 3.94457 -0.82764 1.62084
56 H 3.99678 -2.55161 2.13835
57 H 3.84776 -1.25019 3.34310
58 C -1.42547 1.76027 -3.32931
59 O -2.81109 1.93752 -3.10880
60 C -3.56761 1.92757 -4.24855
61 C -3.87207 3.29509 -4.79444
62 O -3.04757 3.89067 -5.84903
63 C -3.35721 3.29036 -7.07952
64 H -0.93459 1.79619 -2.36712
65 H -1.02650 2.60123 -3.96316
66 H -1.19764 0.86513 -3.96883
67 H -4.46273 1.43085 -3.89047
68 H -3.14822 1.40021 -5.10426
69 H -3.78514 3.93967 -3.87509
70 H -4.89990 3.28674 -5.17843
71 H -4.32487 3.50768 -7.46668
72 H -3.31774 2.22076 -7.11460
73 H -2.58546 3.68341 -7.72346
74 C 4.50018 1.95023 -3.77355
75 O 4.70226 1.84796 -2.40036
76 C 3.54337 2.37029 -1.63137
77 C 3.71434 2.14679 -0.13662
78 O 4.62999 3.09238 0.45270
79 C 5.01138 2.69058 1.76673
80 H 4.66917 3.01680 -4.14338
81 H 3.48925 1.59864 -4.05029
82 H 5.24228 1.24972 -4.27503
83 H 2.63149 1.85317 -1.93122
84 H 3.44519 3.42166 -1.89705
85 H 4.01066 1.14104 -0.00034
86 H 2.64888 2.22423 0.33475
87 H 5.66545 1.79792 1.75184
88 H 4.16231 2.38569 2.35218
89 H 5.59411 3.50966 2.27136
90 C 2.77462 -1.25674 -3.37257
91 C 2.94428 -0.90310 -1.81244
92 C 2.88411 -2.30683 -1.16654
93 O 1.94976 -3.01197 -2.03070
94 C 2.32846 -2.66642 -3.36567
95 H 3.74969 -1.11039 -3.79920
96 H 2.20742 -0.46033 -3.86639
97 H 2.05696 -0.30836 -1.40976
98 H 3.90859 -0.32742 -1.75471
99 H 2.38144 -2.19313 -0.21485
100 H 3.85002 -2.80234 -1.12614
101 H 1.51829 -2.84860 -4.02429
102 H 3.13635 -3.33259 -3.69898
103 C -4.35802 0.33065 -0.41302
104 C -5.67893 0.81103 0.21186
105 C -5.24736 2.06238 1.05459
106 O -3.89050 1.98499 1.22426
107 C -3.37724 1.42222 0.03076
108 H -4.32137 0.26879 -1.47211
109 H -4.02967 -0.65117 -0.05361
110 H -6.13132 0.04772 0.86940
111 H -6.48599 1.13209 -0.47495
112 H -5.64828 2.05260 2.06222
113 H -5.62926 2.94659 0.49618
114 H -2.37727 1.08014 0.20699
115 H -3.39693 2.24261 -0.68507
116 C -2.08727 3.43131 3.34448
117 C -2.60007 2.55023 4.42030
118 C -1.57304 1.42088 4.61784
119 O -0.88999 1.42051 3.33761
120 C -0.80854 2.78211 2.90066
121 H -1.93466 4.43764 3.72570
122 H -2.82650 3.49905 2.53201
123 H -3.54209 2.09474 4.06220
124 H -2.75267 3.03764 5.39730
125 H -2.01381 0.47093 4.81643
126 H -0.84603 1.56706 5.39020
127 H -0.62973 2.72688 1.81485
128 H 0.09642 3.20479 3.32886
129 C 1.21835 5.48842 -0.15120
130 C 0.52346 4.19466 -0.69558
131 C -0.92610 4.49149 -0.64973
132 O -1.08690 5.37884 0.51067
133 C 0.21528 5.82440 0.96734
134 H 1.26731 6.33016 -0.86856
135 H 2.22699 5.34650 0.21168
136 H 0.79426 3.32559 -0.11491
137 H 0.89471 4.00858 -1.72524
138 H -1.54464 3.61663 -0.48667
139 H -1.40826 4.97633 -1.51739
140 H 0.43718 5.39746 1.90949
141 H 0.14716 6.91736 1.07986

Atomic forces in eV per Å
-0.3338 -0.3337 0.8306
-0.0261 -0.1411 -0.4284
0.0616 0.8511 -0.9309
-2.5451 -1.2979 2.4767
1.3035 0.5569 -0.3814
1.1474 0.7893 -0.8660
-0.3617 -0.5159 0.7908
-0.0299 0.1109 -0.5476
0.6397 -0.3524 -0.9146
-0.0424 1.6413 0.1416
-0.1760 -2.2691 0.4443
0.5007 1.5362 0.3898
0.1782 -0.2358 0.1162
1.2750 0.5677 0.7378
-2.1247 -0.4332 -1.6392
0.3088 0.0038 -0.0323
0.2330 -0.0013 -0.3210
-0.8690 -0.7223 0.0715
-0.1717 -0.6966 -0.9118
0.0430 0.8019 0.1149
-0.2896 0.3814 0.3986
0.3209 0.1194 0.0205
0.6057 -0.0359 -0.3318
0.3600 -0.3106 1.0304
-0.3248 -0.4080 -0.2673
2.3921 0.0259 0.2600
-1.5351 0.2364 -0.8331
0.7562 -0.2030 0.2030
-3.0971 0.2587 0.7328
-0.0819 -1.2133 1.2623
0.7210 2.4807 -0.5529
-0.0726 0.1292 0.3001
-0.7696 -0.6580 -0.0244
-0.2237 -0.1090 -0.2076
0.7525 -0.3640 -0.5175
-0.2859 0.7142 0.0568
0.4315 0.3975 0.1470
1.3274 -0.1203 0.0873
-0.1453 -0.2859 -0.1521
-0.3004 -0.4996 -0.1116
0.0796 -0.6603 -0.6266
0.4370 0.2605 0.0353
0.2285 -1.9199 -0.8462
1.1162 0.2318 -0.4728
-0.1144 2.0962 -0.8385
0.4045 0.5543 -0.2538
-1.4170 -0.4579 0.2894
-0.9698 0.9159 0.6605
0.4616 0.5422 -0.3874
-0.1682 -0.3738 -0.1252
-1.2041 -0.5461 0.6349
0.6356 -0.0469 -0.4664
-0.6200 -0.2538 0.3684
0.0815 -0.7896 1.2341
0.0224 0.1005 -0.2030
0.5230 -0.1046 -0.1473
0.2780 0.0755 0.3050
0.6016 0.8429 -1.8430
1.5860 -0.3554 0.9706
-0.5367 -0.1576 -1.2574
-0.3278 1.9339 0.6986
-0.8949 -1.4672 1.6535
1.2421 0.5112 -0.2478
0.2112 -0.3624 0.1892
-0.2675 -0.3146 0.6703
-0.3079 0.3408 1.0662
-0.6693 0.0213 -0.6651
0.3703 -0.8724 0.2351
-0.2595 -0.0447 -1.1730
-0.0379 0.2014 0.1786
-1.0638 0.7862 -0.1480
0.4315 -0.9141 0.3944
-0.0053 -0.0530 -0.6617
0.7074 0.0540 -1.1425
-1.2135 0.2336 1.6063
1.4172 -0.1853 -0.4533
-1.5981 1.9310 0.1764
-0.3932 -0.7839 -0.0312
0.9994 0.1570 -0.1234
-0.2941 -1.2280 0.2914
0.2196 0.2767 -0.0713
-0.7858 0.9944 0.5200
-0.0247 -0.1558 -0.2011
-0.0836 0.2340 0.2078
0.6815 -1.2032 0.3763
1.7996 0.0331 -0.6009
0.0113 0.2458 -0.2795
-0.6286 0.2341 0.4358
-0.7716 -0.6369 -0.6492
0.7865 2.3492 1.6855
-0.2305 0.3042 -0.9262
-1.1506 1.1408 -0.9869
0.9675 0.1321 0.2241
0.3183 -1.0442 0.0858
0.6204 -0.3645 -0.3350
-0.6837 -0.6371 0.0628
1.3439 -0.6337 -0.5995
-1.0315 -0.6188 0.5488
0.2272 -0.4409 0.4382
0.1411 -0.2349 0.0971
-1.0743 -0.2329 -0.4530
0.0586 0.0365 0.1414
0.3278 0.2324 1.0174
-0.6894 0.1461 0.5885
-1.8259 -0.5514 -0.3019
1.1508 -0.2862 0.2920
-0.4227 0.4680 -0.3630
-0.3512 -0.0271 -1.0058
-0.2750 0.1757 0.1446
0.2930 0.2146 -0.2891
0.6187 -0.3663 0.0042
-0.5429 0.1835 0.0513
0.6410 -0.0039 0.3868
0.6193 -0.0982 0.0730
0.3161 -0.1242 -0.5183
-0.2105 1.4051 -0.8383
-1.0311 -1.5593 1.6980
0.0750 1.0121 -1.3223
0.0981 -1.0575 0.3274
0.7459 -0.3086 -1.0806
0.2458 0.1576 -0.1540
0.5355 -0.0327 0.2423
0.2887 0.1735 0.5089
-0.2321 -0.0085 -0.4785
-0.3177 -0.7811 -0.1859
0.4773 0.4989 0.5753
-0.3585 0.1859 0.3777
0.0950 0.3416 0.3306
-1.1571 -0.3396 0.3283
2.0210 0.8434 -1.8215
-1.3334 0.8685 0.9492
0.5553 -0.3940 -0.3111
-0.6827 1.3911 -1.7379
-0.2859 -0.6227 0.0691
0.2180 -0.3245 0.1563
-0.0555 -0.1596 0.3825
-0.3479 -0.0903 0.4149
0.0034 -0.3694 0.2974
0.7413 0.1192 0.0668
0.3479 -0.7116 0.9972
-0.0298 -0.2730 0.2213

As for the HOMO-LUMO gap: 9.38 eV. For the LUMO energy, the calculation gives 0.016 Eh. The HOMO energy is -0.3288 Eh.

Mulliken population analysis, charges in e, atoms 1 to 4: 3.301, -0.294, -1.315, 0.332

# 2
Formula: C5H14F2NOPSi
Source: the OMol25 dataset
Level of theory: ωB97M-V/def2-TZVPD

Element x y z (Å)
1 C -0.01890 1.32906 -3.44407
2 C -1.80011 -1.07852 0.00680
3 C 0.92123 -0.81470 1.32766
4 C -1.03854 -0.32685 3.19137
5 C 0.71127 1.25132 -2.08650
6 N 0.03232 1.22187 -0.83045
7 O -1.26222 1.68655 1.20518
8 F -2.60965 2.01715 -0.57592
9 F -0.72763 3.60531 -0.07982
10 Si -0.86105 -0.09107 1.37403
11 P -1.01299 2.08710 -0.22264
12 H -0.60211 0.47356 -3.95785
13 H -0.76858 2.09018 -3.32085
14 H 0.75270 1.62274 -4.20376
15 H -2.76710 -0.58929 -0.16329
16 H -1.26240 -1.08388 -0.82664
17 H -1.81809 -2.10740 0.42238
18 H 1.04252 -1.20730 0.31962
19 H 1.72123 -0.15581 1.65263
20 H 0.88058 -1.67685 2.03382
21 H -0.14185 -0.11560 3.72363
22 H -1.83162 0.29236 3.54997
23 H -1.35695 -1.34889 3.59522
24 H 1.39650 0.37410 -2.04867
25 H 1.47786 2.10254 -1.99734

Atomic forces in eV per Å
-0.2331 -0.1208 -1.1411
-1.9270 0.7525 5.0017
-1.0406 -0.1153 -0.2295
-2.3801 -1.7599 0.7771
1.1195 -1.6612 0.0575
7.2280 -5.2696 -2.6467
1.8072 -3.5281 2.6667
-0.8617 -0.5595 -0.2066
1.1996 1.5534 1.2929
1.3007 -0.4895 0.2777
-8.5148 7.2300 -2.7462
1.2253 0.6443 1.6914
-0.2172 0.6924 -0.3288
-0.7315 -0.0166 0.6743
0.0005 -0.6729 0.0106
2.3399 0.0236 -3.6621
-0.4946 0.4750 -0.3306
0.6410 0.0700 -0.0253
0.0940 0.0586 -0.2288
0.0047 0.5166 -0.4300
0.8485 0.4902 0.1595
-0.4761 0.7458 0.5587
0.4900 0.9996 -1.0303
-0.2977 0.4488 -0.1756
-1.1244 -0.5075 0.0134

As for the HOMO-LUMO gap (alpha / beta): 4.61 / 6.71 eV. The multiplicity is 3. For the LUMO energy (alpha / beta), the calculation gives 0.029 / -0.134 Eh. The HOMO energy (alpha / beta) is -0.1404 / -0.3808 Eh.

Mulliken population analysis, charges in e, atoms 1 to 4: -1.011, -1.188, -1.064, -1.181

# 3
Formula: C22H49BN7O5P2
Source: the OMol25 dataset
Level of theory: ωB97M-V/def2-TZVPD

Element x y z (Å)
1 C -5.93376 1.52741 2.47037
2 C -4.74053 1.77578 2.99713
3 C -3.24826 2.22474 3.47799
4 N -2.15634 1.54741 2.71132
5 C -1.77505 2.18690 1.42264
6 C -0.63028 1.67254 0.48161
7 C 0.21976 0.36940 0.89377
8 O 1.29948 -0.12755 0.10617
9 C 0.83312 -0.96128 -1.00195
10 C 0.81755 -2.53208 -0.56303
11 C -0.24971 -0.32263 2.26390
12 C -1.44067 0.33351 3.10421
13 B -1.83656 -0.46363 4.49408
14 O -2.05390 -1.91020 4.45426
15 O -1.94003 0.22662 5.78213
16 H -6.97542 1.73511 1.99894
17 H -3.17420 3.35972 3.21351
18 H -3.14270 2.16746 4.62341
19 H -2.36158 3.13141 1.09408
20 H -0.35920 2.21259 -0.50915
21 H -0.16417 -0.59593 -1.44144
22 H 1.64398 -0.88431 -1.83907
23 H 1.92466 -2.81146 -0.31419
24 H 0.12081 -2.70711 0.33983
25 H 0.48970 -3.22454 -1.42608
26 H 0.27991 -1.28431 2.62239
27 H -1.20756 -2.34179 4.77137
28 H -1.54098 1.13519 5.67144
29 O -2.41318 -2.08224 -0.43845
30 P -3.86024 -1.61559 -0.71230
31 N -4.50982 -2.71491 0.39848
32 C -5.44657 -3.79761 0.21514
33 C -4.55492 -2.23541 1.77370
34 N -3.80866 -2.14354 -2.34771
35 C -3.71176 -3.55992 -2.68408
36 C -2.81142 -1.41114 -3.13725
37 N -5.51525 -1.01736 -1.03137
38 C -6.43356 -1.58295 -2.01208
39 C -5.52387 0.44435 -1.16172
40 H -6.48725 -3.45419 0.25486
41 H -5.32167 -4.55242 0.99926
42 H -5.29361 -4.34100 -0.71257
43 H -5.47434 -1.66389 1.96270
44 H -3.70313 -1.58127 1.98599
45 H -4.49728 -3.05970 2.49224
46 H -2.98281 -4.09097 -2.06577
47 H -3.43575 -3.70821 -3.73386
48 H -4.68595 -4.04073 -2.59289
49 H -1.79535 -1.77904 -2.95380
50 H -2.82988 -0.34416 -2.89001
51 H -3.02524 -1.49355 -4.20723
52 H -6.15943 -1.33130 -3.04218
53 H -7.44491 -1.19956 -1.83591
54 H -6.51253 -2.66705 -1.93641
55 H -5.08181 0.76199 -2.11306
56 H -4.94437 0.89923 -0.35045
57 H -6.53958 0.84554 -1.09296
58 O 4.00826 3.17122 -0.65629
59 P 5.41750 2.61715 -0.35489
60 N 5.97138 2.95042 -1.91936
61 C 6.48455 2.07329 -2.94389
62 C 6.48210 4.30198 -2.10934
63 N 4.82349 1.02403 -0.09153
64 C 4.24602 0.24220 -1.17759
65 C 3.91989 0.95288 1.06251
66 N 7.04639 2.00181 0.05012
67 C 7.49907 0.63337 -0.16359
68 C 7.44327 2.42752 1.39762
69 H 7.55767 1.88170 -2.82376
70 H 6.34069 2.51417 -3.93648
71 H 5.96330 1.12156 -2.99063
72 H 7.54407 4.36492 -1.83441
73 H 5.93194 5.01656 -1.48986
74 H 6.36478 4.63733 -3.14515
75 H 3.56643 0.82786 -1.80367
76 H 3.69451 -0.62656 -0.80119
77 H 5.03294 -0.18820 -1.79763
78 H 2.91841 1.32080 0.81905
79 H 4.30436 1.55575 1.89200
80 H 3.83533 -0.07524 1.42900
81 H 7.06933 -0.07138 0.55666
82 H 8.58918 0.58463 -0.06387
83 H 7.27886 0.27050 -1.16727
84 H 6.89582 1.87227 2.16802
85 H 7.23202 3.49351 1.53440
86 H 8.51660 2.29111 1.55962

Atomic forces in eV per Å
6.3849 2.7783 2.7197
-5.1872 -0.8783 -2.8455
-2.4555 0.9082 -0.1925
3.4833 -1.1424 -3.3138
2.3564 -2.0100 -0.8177
-0.7843 -1.7731 3.2194
-2.4051 0.7695 1.8414
-3.6535 1.1254 1.9021
0.2626 -2.1191 -1.9665
0.4771 0.5581 0.0829
-1.7258 3.5483 -1.6375
1.6615 -0.0820 -2.3265
-0.5611 -1.1184 2.2186
2.1872 2.8722 0.2501
1.0875 -0.1916 -3.6937
2.4015 -0.8963 1.1729
-0.1581 -2.1478 0.4630
-0.1086 -0.3816 -2.0146
1.0368 -1.8984 0.8566
-0.6939 -0.9033 2.0584
1.3990 -0.5579 0.9637
-1.4625 0.2294 1.6590
-2.0770 0.4639 -0.2463
1.1217 0.2638 -1.5038
0.3722 1.3537 1.3050
-1.1663 1.8540 -0.5661
-1.5625 0.3857 -0.2357
-0.6381 -1.3040 0.4409
0.5910 4.1382 1.1561
-0.6356 -7.3222 -2.0042
0.2677 -1.2917 1.5768
-0.4282 0.1496 -0.3543
0.1201 0.3388 -0.2593
0.0487 -0.3558 -1.6807
-0.1425 -0.3841 0.1881
-0.2282 0.3516 0.1469
-0.0922 4.0824 1.1697
0.4490 -0.5470 -0.6763
-0.1834 0.0906 0.1741
-0.1951 -0.0622 -0.0039
0.1297 0.2667 0.1089
0.0191 0.1635 -0.1265
-0.0767 0.0023 0.1470
0.0406 0.0020 -0.0476
-0.0340 0.0042 -0.1950
0.0114 -0.1064 -0.0155
0.0942 0.3399 0.1522
0.0190 -0.0401 0.1533
0.0181 0.0407 0.0383
0.0212 0.0200 0.0343
-0.0895 -0.0976 0.1408
0.0131 -0.0259 0.0253
0.2268 0.2207 0.3676
0.2237 0.0850 0.0346
-0.1215 0.2046 -0.0962
0.0447 -0.0293 0.0229
0.0327 -0.0835 -0.1021
1.0785 2.4798 3.1919
-2.0450 -4.4105 -5.7035
-0.2220 0.8735 -1.8864
0.3294 -0.3578 0.2675
-0.1102 0.0493 0.5103
-0.6364 -1.8658 0.4482
0.1725 0.0272 -0.3619
0.3876 0.3710 0.2666
1.4856 2.4739 3.0468
-0.7489 -0.5585 -0.1337
0.2804 0.1706 -0.0058
0.1690 -0.1011 -0.0878
-0.0122 0.2377 0.2013
0.0008 -0.0626 0.1984
0.1018 0.0832 -0.0976
-0.0132 -0.0595 0.0023
-0.0011 -0.2041 0.0723
-0.0701 -0.0188 -0.1134
0.0799 0.2601 0.2824
0.0161 0.1340 -0.1244
0.1743 0.1319 0.0794
0.0226 0.0359 -0.0320
0.0874 -0.0014 -0.1767
-0.0231 0.0039 -0.0174
-0.0668 0.4749 0.0713
-0.1721 0.1273 0.0845
0.1284 -0.0475 0.1988
-0.0334 -0.0213 -0.0109
-0.0959 -0.0866 -0.0393

As for the HOMO-LUMO gap: 4.61 eV. For the LUMO energy, the calculation gives -0.174 Eh. The HOMO energy is -0.3434 Eh. The total charge is +1.

Mulliken population analysis, charges in e, atoms 1 to 4: -0.341, 0.005, -0.730, 0.453

E_tot for the records above, in order: -91507.8843, -31548.4351, -63510.6999 eV